C16H43N7O3P2Si | wB97M-V/def2-TZVPD

XYZ file:
```
72
Properties=species:S:1:pos:R:3:mulliken_charge:R:1
C -2.741 3.888 1.413 0.495
C -1.850 3.201 0.979 -0.956
Si -0.642 2.165 0.013 0.020
N 0.913 2.934 -0.112 -0.660
O -1.215 1.941 -1.537 -0.169
C -0.605 0.507 0.887 -0.010
C -0.680 -0.593 0.095 -0.573
H -3.686 4.321 1.655 0.419
H 1.592 2.360 0.374 0.285
H 1.208 3.057 -1.074 0.247
H -2.134 1.650 -1.490 0.254
H -0.496 0.389 1.975 0.159
H -0.019 -0.615 -0.771 0.210
H -1.404 -1.384 0.281 0.246
O -2.557 -1.320 -4.252 -0.827
P -1.954 -0.994 -5.603 0.838
N -0.368 -1.579 -5.322 0.224
C 0.891 -0.989 -5.704 -0.919
C -0.281 -3.031 -5.319 -1.179
N -2.114 0.745 -5.479 0.237
C -1.089 1.535 -4.808 -1.362
C -3.428 1.148 -4.979 -1.080
N -1.761 -0.893 -7.371 -0.008
C -1.269 0.294 -8.039 -0.867
C -2.973 -1.364 -8.067 -1.027
H 1.142 -1.159 -6.763 0.310
H 1.695 -1.423 -5.104 0.381
H 0.930 0.078 -5.501 0.183
H -0.240 -3.437 -6.342 0.335
H -1.145 -3.468 -4.814 0.335
H 0.604 -3.366 -4.775 0.357
H -0.796 1.109 -3.844 0.464
H -1.436 2.555 -4.633 0.437
H -0.203 1.652 -5.435 0.265
H -3.502 1.059 -3.890 0.226
H -4.219 0.534 -5.417 0.355
H -3.630 2.185 -5.256 0.374
H -1.968 1.135 -7.995 0.307
H -1.102 0.047 -9.091 0.396
H -0.306 0.619 -7.650 0.235
H -3.805 -0.654 -7.968 0.340
H -3.296 -2.324 -7.652 0.331
H -2.777 -1.524 -9.129 0.352
O 1.706 -0.213 3.656 -0.843
P 1.383 -0.373 5.137 0.859
N 1.857 1.245 5.515 0.199
C 2.670 1.721 6.607 -0.952
C 0.859 2.237 5.147 -0.964
N 2.613 -1.581 5.446 0.189
C 4.004 -1.191 5.619 -1.068
C 2.546 -2.695 4.499 -1.119
N 0.696 -0.574 6.780 -0.015
C 1.476 -1.052 7.904 -0.890
C -0.578 -1.319 6.740 -1.076
H 2.118 1.789 7.558 0.328
H 3.043 2.722 6.373 0.388
H 3.560 1.116 6.760 0.187
H 0.058 2.305 5.900 0.310
H 0.401 1.988 4.187 0.141
H 1.313 3.222 5.031 0.363
H 4.348 -0.490 4.847 0.304
H 4.651 -2.070 5.590 0.391
H 4.177 -0.751 6.602 0.260
H 3.017 -2.451 3.540 0.333
H 1.510 -2.976 4.298 0.354
H 3.046 -3.572 4.918 0.357
H 1.761 -2.105 7.815 0.297
H 0.871 -0.940 8.808 0.393
H 2.373 -0.460 8.067 0.249
H -0.423 -2.382 6.511 0.353
H -1.234 -0.899 5.971 0.331
H -1.107 -1.241 7.691 0.362
```

As for the spin multiplicity: 1.


C16H44N4O4 | wB97M-V/def2-TZVPD

XYZ file:
```
68
Properties=species:S:1:pos:R:3:mulliken_charge:R:1
C -3.353 -6.246 -10.439 -1.296
C -2.548 -5.761 -9.167 0.197
C -2.539 -4.210 -9.082 -0.640
O -1.660 -4.096 -8.006 -0.308
C -1.372 -2.682 -7.697 -0.708
N -3.180 -6.409 -8.070 -0.769
H -4.435 -6.252 -10.310 0.312
H -3.110 -7.304 -10.539 0.350
H -3.029 -5.726 -11.340 0.356
H -1.509 -6.087 -9.212 0.375
H -3.542 -3.942 -8.749 0.298
H -2.197 -3.751 -10.010 0.437
H -0.772 -2.637 -6.788 0.228
H -2.278 -2.114 -7.488 0.291
H -0.873 -2.360 -8.611 0.291
H -2.768 -5.939 -7.277 0.320
H -4.102 -5.997 -8.056 0.267
C 2.949 -3.287 4.167 -1.521
C 4.143 -2.392 3.973 0.432
C 5.291 -2.889 3.100 -0.658
O 6.266 -1.820 2.921 -0.372
C 7.495 -2.258 2.213 -0.678
N 3.625 -1.184 3.486 -0.658
H 2.099 -2.881 4.715 0.363
H 3.206 -4.110 4.835 0.401
H 2.618 -3.629 3.186 0.370
H 4.580 -2.339 4.971 0.224
H 4.945 -3.174 2.107 0.266
H 5.662 -3.780 3.606 0.423
H 7.334 -2.371 1.141 0.281
H 7.691 -3.275 2.553 0.300
H 8.299 -1.531 2.325 0.241
H 4.347 -0.735 2.940 0.333
H 2.984 -1.539 2.792 0.256
C -1.792 1.889 -0.403 -1.433
C -0.590 1.089 0.053 0.493
C 0.515 0.934 -0.964 -0.788
O 1.655 0.308 -0.447 -0.284
C 2.763 0.384 -1.400 -0.770
N -0.072 1.685 1.301 -0.696
H -2.291 1.306 -1.177 0.369
H -1.618 2.813 -0.956 0.343
H -2.407 2.017 0.488 0.329
H -0.955 0.093 0.303 0.302
H 0.628 1.906 -1.444 0.386
H 0.080 0.220 -1.663 0.364
H 3.388 -0.501 -1.286 0.241
H 3.325 1.306 -1.246 0.301
H 2.435 0.464 -2.437 0.341
H 0.591 1.120 1.813 0.258
H 0.548 2.424 1.004 0.244
C -4.305 5.870 6.648 -1.384
C -3.376 5.653 5.418 0.644
C -1.945 6.321 5.438 -0.698
O -2.128 7.700 5.937 -0.353
C -1.561 7.940 7.216 -0.680
N -3.228 4.231 5.084 -0.693
H -3.732 5.478 7.489 0.325
H -5.146 5.177 6.638 0.420
H -4.688 6.890 6.672 0.284
H -3.833 6.035 4.505 0.179
H -1.530 6.489 4.445 0.303
H -1.197 5.754 5.992 0.403
H -2.074 7.441 8.037 0.261
H -1.752 9.006 7.335 0.254
H -0.483 7.782 7.234 0.307
H -2.565 3.907 4.395 0.199
H -2.926 3.572 5.787 0.226
```

The energy relative to the best compared isomer or geometry (same formula, charge and spin) is 2.990 eV. As for the spin multiplicity: 1.


C16H45BF4NO7 | wB97M-V/def2-TZVPD

XYZ file:
```
74
Properties=species:S:1:pos:R:3:mulliken_charge:R:1
B -0.411 0.102 -0.326 -0.106
F 0.004 1.330 -0.919 -0.458
F 0.311 -0.044 0.859 0.387
F -1.805 0.040 -0.145 -0.022
F -0.023 -1.017 -1.101 -0.187
C -2.085 -3.581 -0.235 -0.525
C -1.402 -3.597 1.082 0.529
N -0.966 -3.666 2.188 -0.590
H -3.124 -3.971 -0.057 0.296
H -1.840 -2.538 -0.680 -0.193
H -1.603 -4.258 -0.871 0.485
C 3.193 -2.355 -3.827 -1.115
C 1.789 -1.885 -3.510 0.254
O 1.139 -2.985 -2.844 -0.625
H 3.440 -3.347 -4.268 0.328
H 3.799 -2.271 -2.915 0.271
H 3.496 -1.628 -4.618 0.292
H 1.200 -1.819 -4.432 0.263
H 1.762 -0.850 -3.097 -0.027
H 0.409 -2.419 -2.435 0.329
C -1.856 2.777 4.222 -0.980
C -1.013 2.375 2.929 -0.164
O -0.216 1.217 3.194 -0.596
H -2.862 2.166 4.418 0.122
H -2.275 3.806 3.983 0.338
H -1.126 2.985 5.033 0.287
H -0.354 3.095 2.615 0.528
H -1.761 2.276 2.024 0.086
H -0.067 0.649 2.425 0.219
C -4.336 -0.344 3.590 -1.726
C -3.365 -1.058 2.705 0.409
O -3.912 -0.937 1.362 -0.608
H -3.803 -0.402 4.661 0.268
H -5.218 -0.565 3.658 0.757
H -4.540 0.700 3.399 0.302
H -3.569 -2.154 2.862 0.203
H -2.433 -0.723 2.785 0.110
H -3.240 -1.035 0.620 0.190
C 3.171 -2.582 3.916 -1.315
C 1.988 -2.096 3.092 0.299
O 2.499 -1.290 2.065 -0.602
H 3.734 -3.325 3.366 0.348
H 2.827 -3.320 4.735 0.349
H 3.850 -1.714 4.339 0.255
H 1.373 -1.534 3.863 0.134
H 1.343 -2.850 2.596 0.107
H 1.789 -0.876 1.515 0.242
C -4.986 0.633 -3.739 -1.287
C -4.327 0.386 -2.332 0.110
O -3.350 1.377 -1.943 -0.566
H -5.505 1.616 -3.672 0.275
H -5.576 -0.151 -3.797 0.467
H -4.135 0.736 -4.513 0.269
H -3.862 -0.634 -2.345 0.133
H -5.289 0.398 -1.684 0.205
H -2.758 0.869 -1.411 0.294
C 4.390 2.167 0.575 -1.186
C 2.963 1.742 0.605 0.204
O 2.190 2.776 0.029 -0.650
H 5.162 1.483 0.999 0.324
H 4.790 3.190 0.800 0.294
H 4.566 2.139 -0.588 0.168
H 2.638 1.780 1.610 0.251
H 2.952 0.776 0.224 0.185
H 1.384 2.423 -0.355 0.415
C 3.528 3.085 -3.192 -1.135
C 2.362 2.092 -3.497 0.432
O 2.055 1.989 -4.838 -0.603
H 3.600 3.226 -2.126 0.170
H 3.686 3.967 -3.800 0.375
H 4.305 2.434 -3.595 0.326
H 1.517 2.310 -3.126 0.277
H 2.560 0.929 -3.063 -0.195
H 1.235 1.766 -5.026 0.301
```

The energy relative to the best compared isomer or geometry (same formula, charge and spin) is 0.498 eV. As for the spin multiplicity: 1. As for the charge: -1.


C16H45N3O7 | wB97M-V/def2-TZVPD

XYZ file:
```
71
Properties=species:S:1:pos:R:3:mulliken_charge:R:1
C -8.615 15.056 2.310 0.371
C -7.645 15.698 3.327 1.162
O -8.324 16.562 4.167 -0.540
O -9.330 15.997 1.536 -0.517
H -9.363 14.549 2.920 0.524
H -8.258 14.342 1.568 -1.101
H -6.888 16.289 2.811 0.672
H -7.091 14.929 3.866 -1.525
H -9.222 16.317 3.928 0.523
H -10.180 15.665 1.237 0.837
C -7.618 18.552 1.731 -0.450
C -7.002 17.466 0.957 0.439
O -5.737 17.069 1.420 -0.594
O -6.998 19.777 1.351 -0.578
H -7.462 18.625 2.807 0.272
H -8.678 18.564 1.474 0.223
H -7.041 17.684 -0.110 0.874
H -7.618 16.569 1.025 -0.679
H -5.183 17.853 1.443 0.376
H -7.183 20.480 1.978 0.353
C -7.734 16.312 6.791 -1.697
C -8.110 14.891 6.207 0.805
C -6.914 14.253 5.342 -0.853
O -7.379 13.268 4.512 -0.308
C -6.366 12.381 3.981 -0.963
N -8.339 14.059 7.434 -0.747
H -8.544 16.901 7.221 0.463
H -7.209 16.996 6.123 0.282
H -7.124 16.273 7.694 0.491
H -8.976 14.922 5.547 0.219
H -6.075 14.008 5.993 0.560
H -6.570 15.053 4.687 0.392
H -5.599 12.961 3.468 0.395
H -6.531 11.727 3.124 0.504
H -5.942 11.915 4.870 0.400
H -8.667 13.116 7.279 0.240
H -8.997 14.730 7.804 0.318
C -7.365 9.787 0.053 -1.488
C -8.428 10.264 1.104 -0.201
C -8.278 11.740 1.472 1.162
O -9.390 12.095 2.201 -0.448
C -9.299 13.284 3.006 -0.796
N -9.722 10.097 0.439 -0.881
H -7.388 8.712 -0.129 0.392
H -6.424 10.000 0.561 0.387
H -7.441 10.278 -0.917 0.341
H -8.481 9.677 2.021 0.478
H -8.483 12.269 0.541 -0.514
H -7.274 12.024 1.786 0.352
H -8.926 13.052 4.004 1.177
H -10.231 13.847 3.062 -0.112
H -8.564 14.005 2.649 -0.693
H -9.548 10.239 -0.545 0.558
H -10.399 10.776 0.754 0.518
C -9.401 12.604 -1.090 -1.978
C -9.549 13.690 -0.044 0.198
C -9.755 15.160 -0.468 -0.441
O -8.709 15.729 -1.251 -0.490
C -7.597 16.220 -0.594 -0.806
N -10.426 13.295 0.985 -0.125
H -9.969 12.878 -1.979 0.444
H -9.627 11.606 -0.713 -0.016
H -8.413 12.801 -1.506 0.527
H -8.580 13.707 0.454 0.398
H -10.064 15.704 0.424 -0.278
H -10.565 15.225 -1.194 0.498
H -6.843 16.450 -1.347 0.429
H -7.044 15.580 0.094 0.250
H -7.866 17.108 -0.023 -0.284
H -11.363 13.419 0.630 0.234
H -10.338 12.391 1.426 0.061
```

The energy relative to the best compared isomer or geometry (same formula, charge and spin) is 30.545 eV. As for the spin multiplicity: 1.


C16H47HgO8 | wB97M-V/def2-TZVPD

XYZ file:
```
72
Properties=species:S:1:pos:R:3:mulliken_charge:R:1
Hg 8.174 -3.410 -6.958 2.070
C 5.120 -0.414 -6.114 -0.580
C 6.564 -0.264 -6.543 0.162
O 7.143 -1.465 -6.951 -0.938
H 4.742 0.591 -5.901 0.110
H 4.983 -0.948 -5.172 0.205
H 4.447 -0.824 -6.868 -0.072
H 7.084 0.233 -5.717 -0.183
H 6.530 0.518 -7.313 0.174
C 10.396 -1.122 -9.111 -0.717
C 10.670 -2.619 -9.099 -0.214
O 9.454 -3.359 -8.837 -0.523
H 11.292 -0.538 -8.919 0.385
H 9.663 -0.910 -8.326 0.042
H 9.890 -0.862 -10.041 0.218
H 11.291 -2.798 -8.221 0.250
H 11.067 -2.895 -10.073 0.354
H 9.308 -3.971 -9.566 0.245
C 3.583 4.186 -5.590 -0.760
C 4.744 4.974 -5.032 0.066
O 4.474 6.184 -4.387 -0.552
H 3.029 4.792 -6.312 0.332
H 2.870 3.906 -4.812 0.325
H 3.832 3.248 -6.089 0.025
H 5.596 5.022 -5.719 0.380
H 5.176 4.304 -4.275 -0.093
H 4.574 6.958 -4.946 0.328
C 3.169 0.250 -9.754 -0.686
C 3.341 1.748 -9.453 -0.062
O 3.945 2.409 -10.573 -0.557
H 2.579 0.091 -10.655 0.343
H 2.980 -0.356 -8.869 0.336
H 4.146 -0.099 -10.111 -0.139
H 3.986 1.871 -8.582 0.094
H 2.325 2.104 -9.293 0.354
H 4.548 1.785 -11.008 0.332
C 8.741 2.617 -5.742 -0.847
C 8.586 2.456 -4.267 0.215
O 8.031 3.619 -3.654 -0.482
H 9.058 1.649 -6.139 0.164
H 9.574 3.281 -5.986 0.328
H 7.865 3.076 -6.204 0.257
H 9.565 2.296 -3.819 0.335
H 7.895 1.626 -4.075 -0.244
H 7.182 3.794 -4.070 0.217
C 6.671 -0.792 -10.950 -0.631
C 6.784 0.110 -12.167 -0.500
O 5.543 0.821 -12.373 -0.538
H 5.741 -1.365 -10.924 0.326
H 6.484 -0.230 -10.030 0.057
H 7.595 -1.361 -10.866 0.275
H 6.966 -0.459 -13.079 0.371
H 7.594 0.818 -11.982 0.319
H 5.645 1.387 -13.144 0.277
C 5.910 -0.459 -0.832 -1.393
C 5.793 -0.381 -2.351 0.285
O 4.817 0.619 -2.746 -0.497
H 6.377 -1.399 -0.528 0.349
H 4.954 -0.317 -0.326 0.332
H 6.527 0.278 -0.311 0.349
H 5.325 -1.337 -2.592 0.202
H 6.760 -0.074 -2.746 0.145
H 5.332 1.062 -3.426 0.238
C 4.642 -3.286 -8.753 -0.534
C 4.910 -4.307 -7.647 -0.431
O 6.327 -4.650 -7.765 -0.549
H 4.701 -3.854 -9.683 0.374
H 5.451 -2.554 -8.775 -0.087
H 3.697 -2.752 -8.687 0.300
H 4.407 -5.272 -7.727 0.458
H 4.762 -4.041 -6.600 0.246
H 6.314 -5.567 -8.056 0.261
```

The energy relative to the best compared isomer or geometry (same formula, charge and spin) is 0.988 eV. As for the spin multiplicity: 1. As for the charge: +1.


C16H47O9 | wB97M-V/def2-TZVPD

XYZ file:
```
72
Properties=species:S:1:pos:R:3:mulliken_charge:R:1
O 33.057 11.051 31.259 1.388
H 33.576 10.595 31.876 -0.007
H 33.385 11.139 30.415 -0.028
H 32.168 10.734 31.284 0.199
C 33.887 7.643 29.576 -0.673
C 34.420 7.367 28.087 -0.847
O 35.100 6.073 28.207 -0.535
O 33.301 8.902 29.541 -0.199
H 34.543 7.555 30.376 0.480
H 32.990 6.997 29.689 0.338
H 35.100 8.075 27.905 0.436
H 33.525 7.204 27.563 0.448
H 34.380 5.471 28.252 0.313
H 32.534 8.784 28.998 0.161
C 30.201 11.973 29.166 0.504
C 29.427 12.269 27.910 -0.629
O 29.429 10.933 27.280 -0.478
O 30.284 13.160 30.017 -0.684
H 31.413 12.053 28.982 -0.270
H 29.701 11.104 29.560 0.221
H 29.906 13.179 27.401 0.237
H 28.426 12.688 27.910 0.385
H 28.818 10.931 26.681 0.254
H 30.903 13.843 29.715 0.344
C 29.602 8.237 31.445 -1.467
C 30.321 8.570 32.743 0.623
C 31.319 7.556 33.053 -0.945
O 31.017 9.845 32.646 -0.272
H 30.312 7.830 30.695 0.151
H 28.963 9.059 31.154 0.335
H 28.923 7.486 31.554 0.567
H 29.549 8.684 33.491 0.329
H 30.928 6.446 33.063 0.368
H 31.783 7.736 34.190 0.255
H 32.351 7.473 32.488 0.034
H 30.589 10.434 33.182 0.060
C 30.200 15.207 33.763 -1.195
C 31.467 14.551 33.249 0.305
C 32.600 14.350 34.314 -1.008
O 31.201 13.220 32.714 -0.299
H 29.716 14.457 34.486 0.235
H 29.490 15.671 33.074 0.364
H 30.251 16.329 34.277 0.288
H 31.852 15.155 32.479 0.347
H 32.030 13.828 35.139 0.287
H 33.017 15.372 34.531 0.394
H 33.631 13.993 33.822 0.115
H 30.708 13.184 31.790 0.254
C 35.772 13.634 28.697 -1.227
C 35.637 12.152 28.815 0.317
C 36.066 11.726 30.197 -1.404
O 34.306 11.893 28.898 -0.536
H 36.961 13.790 28.424 0.312
H 35.398 14.344 29.483 0.300
H 35.174 14.083 27.825 0.334
H 36.186 11.583 28.205 0.502
H 35.560 12.193 30.887 0.533
H 37.097 12.059 30.171 0.445
H 36.400 10.650 30.660 -0.048
H 34.106 11.533 28.006 0.240
C 34.051 10.409 34.613 -2.401
C 34.982 9.467 33.894 0.906
C 34.859 7.993 34.281 -1.174
O 34.935 9.575 32.532 -0.578
H 33.026 10.112 34.359 0.218
H 34.138 11.329 34.665 0.860
H 34.081 10.233 35.582 0.742
H 35.963 9.669 34.305 0.193
H 35.678 7.358 34.012 0.435
H 33.786 7.719 34.044 -0.020
H 34.833 7.723 35.487 0.303
H 35.728 9.160 32.219 0.266
```

The energy relative to the best compared isomer or geometry (same formula, charge and spin) is 0.300 eV. As for the spin multiplicity: 1. As for the charge: +1.


Gap between HOMO and LUMO list, top to bottom, in eV: 7.22 9.24 9.61 7.74 5.29 10.19
Total energy list, top to bottom, in eV: -60312.290 -31451.208 -44692.064 -36091.708 -37896.257 -35765.175